(1)
Formula: C20H15CrF3NO3
Source: the OMol25 dataset
Level of theory: ωB97M-V with the def2-TZVPD basis set

```
43
Properties=species:S:1:pos:R:3:forces:R:3:mulliken_charge:R:1
O 2.511 3.646 2.361 -0.52 -4.12 -0.61 -0.194
C 2.399 2.516 2.114 1.11 8.20 0.17 0.364
Cr 2.145 0.626 2.051 1.66 -0.91 2.78 -0.125
C 0.607 0.964 3.085 -5.18 1.32 3.61 0.445
O -0.297 1.244 3.767 3.04 -0.99 -2.34 -0.264
C 3.095 0.679 3.698 2.20 0.81 5.40 0.431
O 3.576 0.880 4.742 -1.67 -0.99 -4.15 -0.222
C 3.638 -0.009 0.604 0.85 -0.28 -0.88 -0.682
C 2.598 0.658 -0.052 0.17 -0.08 -1.81 -0.513
C 1.267 0.268 0.151 -1.29 0.26 -1.13 -0.271
C 0.928 -0.823 0.987 -1.27 -1.33 -0.76 1.152
C -0.479 -1.177 1.252 -1.53 -0.79 -0.73 -0.445
C -1.668 -1.503 1.312 2.42 0.79 0.72 -1.623
C -3.104 -1.783 1.633 1.56 1.12 1.44 0.849
C -3.933 -0.554 1.832 -0.21 0.61 0.28 0.423
C -5.185 -0.655 2.450 0.02 0.04 -0.12 -0.365
C -6.057 0.431 2.397 0.28 0.12 0.15 -0.873
C -5.626 1.630 1.807 -0.12 -0.21 0.10 -0.476
C -4.360 1.731 1.228 0.03 -0.02 0.27 -0.720
C -3.501 0.639 1.256 -0.44 -0.24 -0.07 -0.250
C 1.996 -1.460 1.654 -1.19 -1.59 0.24 -0.523
C 3.329 -1.080 1.449 0.85 -0.33 -0.10 -0.458
H 4.675 0.313 0.472 -0.41 -0.16 0.07 0.495
H 2.819 1.502 -0.712 -0.13 -0.27 0.32 0.585
H 0.458 0.825 -0.331 0.36 -0.25 0.10 0.551
H -3.187 -2.469 2.477 0.33 0.12 0.26 0.619
H -5.462 -1.585 2.966 -0.03 0.57 -0.20 0.527
H -7.053 0.345 2.842 0.43 0.16 -0.13 0.429
H -6.279 2.499 1.839 0.09 -0.20 -0.16 0.407
H -4.018 2.656 0.775 -0.18 -0.04 0.12 0.420
H -2.502 0.660 0.828 -0.24 0.29 -0.04 0.323
H 1.761 -2.264 2.357 0.17 0.26 -0.23 0.552
H 4.126 -1.612 1.972 -0.28 0.22 -0.12 0.579
F -6.500 -5.026 0.430 1.92 1.02 -0.11 -0.217
C -5.228 -4.575 0.208 -0.08 -2.02 -1.10 0.821
F -4.353 -5.483 0.738 -0.76 0.92 -0.57 -0.233
F -5.028 -4.542 -1.152 -0.07 0.10 1.51 -0.242
C -5.009 -3.216 0.822 -0.22 0.68 0.44 -0.771
N -3.660 -2.513 0.538 -1.72 -2.94 -3.35 -0.145
H -5.804 -2.564 0.448 0.19 -0.02 0.27 0.430
H -5.075 -3.319 1.903 -0.16 -0.08 -0.14 0.258
H -2.958 -3.179 0.177 -0.35 -0.20 0.26 0.452
H -3.877 -1.943 -0.290 0.38 0.45 0.31 0.501
```
Forces are in eV/Å.

Values from the calculation:
- net charge = +2
- 2S+1 = 4
- ⟨S²⟩ = 3.808
- highest occupied orbital energy (alpha / beta) (Eh) = -0.472 / -0.552



(2)
Formula: C8H9NO4S
Source: the OMol25 dataset
Level of theory: ωB97M-V with the def2-TZVPD basis set

```
23
Properties=species:S:1:pos:R:3:forces:R:3:mulliken_charge:R:1
O -1.586 0.456 -2.392 -1.05 -0.66 -1.00 -0.571
N -1.171 -0.599 -1.979 0.92 -1.55 0.73 0.988
O -1.442 -1.759 -2.252 -0.47 1.43 -0.55 -0.593
C -0.167 -0.422 -0.887 2.15 0.95 0.24 1.474
C -0.901 -0.143 0.361 -0.85 2.03 0.60 -0.402
C -1.013 1.122 0.919 -1.15 -1.76 0.89 -0.282
C -1.903 1.128 2.068 1.01 -1.46 -0.61 -0.659
C -2.327 -0.144 2.336 -1.34 -0.28 1.21 -0.281
S -1.821 -1.341 1.180 -0.08 0.84 0.70 -0.109
C 0.737 0.809 -1.360 -1.58 1.13 -1.22 -1.357
O 1.761 1.133 -0.443 -0.12 -1.37 -0.91 -0.392
C 2.519 -0.088 -0.340 -0.89 -0.63 -1.55 -0.552
C 1.650 -1.146 0.265 0.40 -2.12 -0.96 -0.490
O 0.656 -1.561 -0.698 -0.81 0.82 -0.11 -0.533
H -0.431 1.929 0.567 0.23 0.82 -0.26 0.518
H -2.140 1.903 2.772 0.14 0.50 -0.24 0.380
H -2.983 -0.390 3.240 1.06 0.07 -1.66 0.341
H 1.071 0.613 -2.435 0.22 -0.26 1.42 0.466
H 0.086 1.703 -1.528 0.60 -0.77 0.65 0.542
H 3.319 0.072 0.310 1.65 0.49 0.65 0.435
H 2.767 -0.433 -1.386 0.44 0.46 1.05 0.316
H 2.084 -2.131 0.549 0.42 1.01 -0.25 0.422
H 1.234 -0.712 1.131 -0.90 0.29 1.18 0.341
```
Forces are in eV/Å.

Values from the calculation:
- SMILES = O=[N+]([O-])[C@]1(c2cccs2)COCCO1
- highest occupied orbital energy (Eh) = -0.341



Relative energy (zero: lowest compared OMol25 entry of this formula, charge and spin), respectively: 0.0 228.8 kJ/mol.